Density functional theory data (ωB97M-V with the def2-TZVPD basis set) for an isolated molecule of C10H13NO.

XYZ file:
```
25
Properties=species:S:1:pos:R:3
C -0.71442 2.71634 -0.94974
C 0.60471 2.87852 -0.57466
C -1.31805 1.54310 -0.52509
C 1.31602 1.86553 0.12998
C -0.67352 0.44436 -0.13593
C 0.75422 0.59947 0.26883
C 2.79979 -0.84776 0.63417
C -1.41067 -0.86817 -0.06542
C -1.88383 -1.15038 1.34150
C -1.44992 -1.72948 -1.10889
N 1.40318 -0.39306 0.90301
O 2.80307 -1.27030 -0.73672
H -1.29460 3.38485 -1.49016
H 1.08856 3.75954 -1.07024
H -2.36484 1.39564 -0.66700
H 2.33060 2.00696 0.49810
H 3.50720 0.02498 0.76688
H -1.00917 -1.43882 1.97448
H -2.50283 -1.98192 1.58096
H -2.24169 -0.24823 1.78455
H 3.19678 -1.54911 1.34291
H -0.81454 -1.44055 -1.89987
H -1.82158 -2.69514 -1.01330
H 0.86839 -1.26901 0.95556
H 2.20278 -0.64476 -1.18890
```

Values from the calculation:
E_LUMO (spin up / spin down) (eV): 0.761 / -1.983
Relative energy (zero: lowest compared OMol25 entry of this formula, charge and spin) (kJ/mol): 134.8
Kohn-Sham gap (spin up / spin down) (hartree): 0.1849 / 0.2534
HOMO (spin up / spin down) (eV): -4.3 / -8.9
⟨S²⟩: 2.040
Spin multiplicity: 3



Density functional theory data (ωB97M-V with the def2-TZVPD basis set) for C9H10B2F16LiO4 as an isolated structure.

XYZ file:
```
42
Properties=species:S:1:pos:R:3
Li -0.71810 0.27880 2.61793
B -2.33219 2.92778 2.81536
F -3.30509 2.15590 3.47604
F -1.48112 3.58851 3.67580
F -1.46240 2.00983 2.19513
F -2.84485 3.69805 1.81536
B 0.26403 -0.96313 4.09023
F 0.80314 -1.02093 2.79565
F 0.15324 0.35863 4.44973
F -0.95729 -1.47647 4.09987
F 1.09334 -1.72646 4.81441
C -1.81873 -5.35152 0.33986
C -1.08203 -4.13188 -0.04601
C -1.70939 -3.45120 -1.23655
O -1.73483 -2.15265 -0.80423
C -1.36770 -2.02394 0.44250
O -1.53371 -0.93647 1.04093
O -1.32446 -3.20152 0.98880
H -1.61927 -6.26957 -0.21286
H -2.87450 -5.08064 0.34857
H -1.54220 -5.73758 1.32098
H -0.00103 -4.25780 -0.10661
H -2.66532 -3.90205 -1.50306
H -0.98176 -3.44520 -2.04810
C 1.50745 3.40417 -1.31811
C 0.11338 2.81222 -1.15910
C -0.01562 1.36527 -0.70639
F 0.66556 0.46675 -1.46702
F 0.27529 1.16786 0.59702
F -0.44039 3.49916 -0.16462
F -0.65730 3.19470 -2.23195
O 2.43001 2.39777 -1.79374
C 2.93909 2.52915 -3.11547
C 3.79317 1.27845 -3.33158
F 4.34771 1.27438 -4.60006
F 4.83208 1.12549 -2.57466
F 1.92874 2.68916 -3.95660
F 3.80448 3.51942 -3.23007
H 1.90787 3.57339 -0.31855
H 1.49446 4.31126 -1.92235
H -1.07096 1.12560 -0.83651
H 3.18713 0.37712 -3.23976
```

Values from the calculation:
E_LUMO (eV): 2.082
Kohn-Sham gap (hartree): 0.3813
Total charge: -1
HOMO (eV): -8.3



Density functional theory data (ωB97M-V with the def2-TZVPD basis set) for C3H4OS as an isolated structure.

XYZ file:
```
9
Properties=species:S:1:pos:R:3
C 1.84419 0.37910 0.00889
C 0.04011 -0.13371 -0.56963
C -1.17344 -0.04836 0.36898
O 2.51297 1.31315 0.26260
S 1.39919 -1.30133 0.04864
H 0.06326 -0.04222 -1.66311
H -1.75078 0.85709 0.21766
H -1.05534 -0.24697 1.35715
H -1.88016 -0.77675 -0.03117
```

Values from the calculation:
E_LUMO (eV): 0.511
Relative energy (zero: lowest compared OMol25 entry of this formula, charge and spin) (kJ/mol): 230.2
Kohn-Sham gap (hartree): 0.3215
HOMO (eV): -8.2



F_max values, unit hartree/bohr, following the record order: 0.11387; 0.13175; 0.09242.
E_tot values, unit eV, following the record order: -14112.588; -62739.174; -16055.724.